A cluster of 2 separate species, C3H5N4O2 in total in a non-equilibrium geometry, computed with wB97M-V/def2-TZVPD.

* calculated total energy: -486.6942 Eh
* LUMO energy: 0.1242 hartree
* gap between HOMO and LUMO: 8.341 eV
* relative energy (zero: lowest compared OMol25 entry of this formula, charge and spin): 3.797 eV
* charge: -1

Cartesian coordinates (Å):
C: 1.47351 -0.58890 0.36994
C: -2.40029 0.42010 -0.73469
C: 0.88362 0.67732 0.69573
N: 2.28236 -2.29267 -0.57796
N: 1.79921 -1.12997 -0.85627
N: 1.79037 -1.47761 1.34544
N: 2.26153 -2.49857 0.70516
O: 0.26067 2.83459 0.20566
O: 0.71725 1.60905 -0.11747
H: -1.66215 1.12927 -0.53368
H: -2.59271 -0.09977 0.21976
H: -3.37039 0.96384 -0.97359
H: 0.59585 0.77756 1.79316
H: -2.03881 -0.32423 -1.54118